## i
Molecular formula: C3H11NO4
Method: DFT, ωB97M-V/def2-TZVPD

The geometry in XYZ format:
```
19
C3H11NO4, DFT ωB97M-V/def2-TZVPD
O -3.47257 0.09907 0.76983
O 0.85427 -0.59322 -0.42125
O 1.76223 -3.17334 0.03093
O 3.00607 0.35471 -1.73313
N 0.71234 1.65000 -0.23191
C -0.95264 0.22339 0.85779
C -2.29576 0.75492 0.38292
C 0.24771 0.40739 -0.02521
H -1.08069 -0.85943 0.99612
H -3.29181 -0.75448 1.17571
H -0.74628 0.42582 1.91947
H 1.53326 1.68847 -0.78023
H -2.20978 0.69661 -0.71699
H 0.18609 2.48831 -0.07516
H 1.57113 -2.66445 -0.76447
H -2.44030 1.82920 0.53211
H 2.08075 0.04556 -1.75607
H 1.28601 -2.66106 0.69328
H 3.24998 0.04252 -0.85374
```

Computed properties:
- highest occupied orbital energy (eV) = -10.7
- frontier orbital gap (eV) = 11.094
- LUMO level (eV) = 0.41

---

## ii
Molecular formula: C3H11NO4
Method: DFT, ωB97M-V/def2-TZVPD

The geometry in XYZ format:
```
19
C3H11NO4, DFT ωB97M-V/def2-TZVPD
O 0.55959 -1.47863 -0.18477
O 1.25296 0.64413 -2.42045
O -1.64669 -1.62333 -0.13310
O 2.31311 0.19106 -0.06154
N -0.48902 1.11062 1.08466
C -1.75733 1.63603 0.65355
C -0.57632 -0.26774 1.55365
C -0.61379 -1.16945 0.31454
H 0.01975 1.76993 1.66328
H 1.03072 1.31060 -3.06822
H -2.49556 1.89556 1.42005
H 3.15478 -0.27096 -0.10352
H -1.66729 2.40380 -0.11476
H 1.26774 -0.75121 0.02603
H 0.30937 -0.61530 2.07341
H 0.39233 0.23391 -2.25984
H -1.49721 -0.43147 2.09892
H -2.27404 0.87058 0.08207
H 2.09820 0.30456 -1.02952
```

Computed properties:
- highest occupied orbital energy (eV) = -8.7
- frontier orbital gap (eV) = 9.129
- LUMO level (eV) = 0.39

---

The winner here is i, beating the second structure by 0.0061 hartree.

---

## i
Molecular formula: C3H11NO4
Method: DFT, ωB97M-V/def2-TZVPD

The geometry in XYZ format:
```
19
C3H11NO4, DFT ωB97M-V/def2-TZVPD
O 0.64364 0.44937 -2.03981
O 3.09691 2.10893 0.52565
O -0.74621 -1.23279 -1.81885
O -2.98777 -1.66239 0.22313
N -0.35302 1.76113 0.26823
C -0.47509 0.31632 0.12580
C 0.53056 -0.67520 0.77787
C -0.15615 -0.00326 -1.29934
H -3.64757 -2.35352 0.04915
H 0.26743 -1.77217 0.56728
H 2.90847 1.40331 1.20056
H 3.80970 1.51929 0.09837
H -0.73342 2.06572 1.13201
H 1.59047 -0.69577 0.37756
H -1.33833 -1.08540 -2.54101
H 0.66427 -0.56286 1.85692
H -1.60549 0.12049 0.35611
H -2.09564 -1.82274 -0.16904
H 0.62725 2.12153 0.30939
```

Computed properties:
- highest occupied orbital energy (eV) = -9.8
- frontier orbital gap (eV) = 10.294
- LUMO level (eV) = 0.53

---

## ii
Molecular formula: C3H11NO4
Method: DFT, ωB97M-V/def2-TZVPD

The geometry in XYZ format:
```
19
C3H11NO4, DFT ωB97M-V/def2-TZVPD
O 1.43459 -2.90811 0.17520
O 0.33953 1.02330 1.20988
O 2.73823 0.00738 -0.13102
O -1.39134 -2.37858 -0.58792
N -1.34590 -0.11197 -0.65073
C -1.63765 1.20581 -0.08122
C -0.37101 1.93225 0.39953
C -1.41990 -1.31627 -0.00428
H -2.17374 1.83683 -0.80005
H -1.45597 -1.28537 1.09027
H -2.30786 1.12476 0.76421
H 0.97148 0.52820 0.69024
H 1.75285 -2.09364 -0.20311
H -1.30403 -0.05067 -1.65532
H 3.68476 0.20145 -0.03751
H 2.32575 0.18663 -0.99237
H 0.46609 -2.94488 0.27984
H -0.59633 2.82955 0.97476
H 0.29046 2.21333 -0.44040
```

Computed properties:
- highest occupied orbital energy (eV) = -10.0
- frontier orbital gap (eV) = 10.235
- LUMO level (eV) = 0.22

---

## iii
Molecular formula: C3H11NO4
Method: DFT, ωB97M-V/def2-TZVPD

The geometry in XYZ format:
```
19
C3H11NO4, DFT ωB97M-V/def2-TZVPD
O 0.97545 -2.54693 0.21616
O 0.72172 0.44468 2.25735
O -2.55701 -0.59456 -0.54481
O -0.84432 -0.77066 1.25805
N -0.45435 0.36954 -1.26068
C 0.23904 1.03111 -0.01728
C -0.04761 0.28292 1.33949
C 1.74591 1.20014 -0.09837
H -0.42140 0.94201 -1.97642
H 2.19407 2.22189 0.15604
H 0.05716 -2.68157 -0.05670
H 0.76876 -2.02389 1.02811
H 0.09281 -0.44993 -1.34242
H -1.81902 -0.87419 0.42711
H -3.18009 -0.02025 -0.16109
H 2.12737 0.80601 -1.11268
H -1.61453 0.02643 -0.97854
H -0.27991 2.01747 0.12672
H 2.29594 0.61977 0.73997
```

Computed properties:
- highest occupied orbital energy (eV) = -10.1
- frontier orbital gap (eV) = 10.426
- LUMO level (eV) = 0.34

---

The winner here is ii, beating the second structure by 0.0259 hartree.

---

## i
Molecular formula: C22H68O12
Method: DFT, ωB97M-V/def2-TZVPD

The geometry in XYZ format:
```
102
C22H68O12, DFT ωB97M-V/def2-TZVPD
O -1.45835 -2.62953 -6.26605
O 0.18393 1.72763 0.92808
O 1.25972 -2.32071 -1.78104
O -3.50591 0.59910 2.72496
O -1.13038 -4.17745 -0.81799
O -1.24640 5.47004 1.57497
O 2.71578 2.22816 -0.91048
O 2.61368 0.20152 -2.63452
O -4.80945 3.01358 -2.27206
O 4.57844 1.02467 0.80966
O -1.30978 2.03474 3.90816
O 1.35528 4.67191 2.97832
C 2.25243 -3.32810 -2.29446
C -3.33847 -0.78653 2.85985
C -0.95833 1.15597 0.41892
C -0.59987 1.78442 5.05071
C -4.42247 -1.23732 3.90186
C 3.82810 -1.23505 0.51490
C -1.12197 -4.66476 0.48770
C -0.77937 -1.34097 -4.40833
C -0.81541 -3.89428 -4.36605
C 1.98113 3.15161 -1.60752
C -0.45181 -0.05779 -0.30997
C 3.64092 -0.10048 -3.59762
C -4.99639 4.37910 -2.20141
C 2.58938 3.94673 2.61128
C -1.44707 -2.64764 -4.90305
C 0.20404 -4.11440 0.97747
C 5.47982 -0.42221 2.45621
C -1.94979 -1.06644 3.45652
C 4.24848 -0.12312 1.57400
C -1.21629 -6.17528 0.38186
C -1.95156 2.09371 -0.34845
C -0.64291 6.48284 0.85397
H -4.24134 5.07241 -1.83083
H -1.89771 -3.44206 -6.52751
H 0.21686 -0.54582 0.39913
H 0.01884 0.89592 4.92468
H -0.59136 -3.90949 -3.29943
H -1.97433 -4.20682 0.98955
H -2.19064 5.48997 1.40281
H -5.41854 -1.20970 3.46007
H 3.18348 4.61282 1.98558
H -1.37970 -4.75730 -4.71939
H 0.64245 4.52135 2.35318
H 0.35354 -4.64007 1.92056
H -1.40728 2.54620 -1.17737
H 1.82443 -4.31827 -2.45093
H 3.73898 -1.18195 -3.69206
H -1.93250 -2.14405 3.61949
H 2.27923 3.10704 -2.65501
H -1.50786 0.76987 1.27744
H -0.66427 -6.62626 -0.44274
H 6.25399 -0.82974 1.80606
H -4.70570 2.67727 -1.37890
H 1.77794 4.15415 -1.23106
H -4.38821 -2.31227 4.07912
H -0.89111 -1.24797 -3.32807
H -4.31172 -0.90358 4.93358
H -2.87345 1.65001 -0.72441
H 3.25900 3.63788 3.41396
H -1.00800 -6.75414 1.28167
H 3.32867 0.38695 -4.52121
H -5.82325 4.56559 -1.51610
H 5.77634 0.39212 3.11728
H 2.07163 -0.58969 -2.67627
H 2.61001 -2.99500 -3.26877
H -0.28137 7.28998 1.49108
H -1.77668 -0.62374 4.43740
H 0.99302 2.69207 -1.58349
H -2.79994 1.11263 3.12432
H 2.28203 3.05241 2.06923
H -0.80926 2.07490 3.08996
H -1.13486 -0.49602 -4.99806
H -0.01648 2.65994 5.33570
H -2.18963 2.88565 0.36166
H -2.45161 -2.49979 -4.50660
H 0.59347 2.07830 0.13379
H -3.46690 -1.32723 1.92217
H 3.58694 -2.15518 1.04716
H 0.25789 -3.05885 1.24398
H 5.21036 -1.27215 3.08318
H -1.22060 -0.74160 -0.66976
H 0.49461 -2.83261 -1.50870
H -1.09191 -0.83871 2.82382
H -2.27598 -6.40753 0.27600
H 0.08761 0.07967 -1.24712
H 0.30037 6.12226 0.44374
H -2.01638 -4.31477 -1.16115
H 4.55490 -1.43128 -0.27336
H 3.77934 1.27566 0.34057
H -1.21558 1.59304 5.92956
H 0.14263 -3.94028 -4.88388
H 4.55762 0.43918 -3.35986
H -5.22142 4.71245 -3.21449
H 3.09154 -3.48771 -1.61732
H 2.85836 -0.95027 0.10672
H 2.85592 1.44187 -1.44313
H 1.01105 -4.33603 0.27911
H -1.31543 6.90915 0.10961
H 3.45135 0.18717 2.24958
H 0.26746 -1.40167 -4.70595
```

Computed properties:
- highest occupied orbital energy (eV) = -9.4
- frontier orbital gap (eV) = 9.725
- LUMO level (eV) = 0.31

---

## ii
Molecular formula: C22H68O12
Method: DFT, ωB97M-V/def2-TZVPD

The geometry in XYZ format:
```
102
C22H68O12, DFT ωB97M-V/def2-TZVPD
O 0.51363 5.17714 8.80048
O 1.61154 -0.38823 9.27087
O -4.66441 -4.57354 6.97302
O -1.65308 1.18038 -0.51178
O 3.70429 -6.59394 -3.20856
O 7.43121 2.07582 -1.01893
O -7.31810 -5.64699 -6.26400
O 0.59265 -1.95562 -4.66793
O -3.47808 4.97221 -4.80424
O 6.84416 3.70221 4.78097
O 3.53108 10.16535 2.04157
O -8.43633 2.01297 -4.27038
C -5.24176 -5.82033 -5.06658
C -7.13974 -7.65309 -4.93651
C -6.38539 -6.61364 -5.79751
C 3.77417 -8.77288 -2.37226
C 5.62632 3.12922 5.26050
C 7.34422 -0.29512 -0.56651
C -2.28217 1.06478 0.73392
C 6.41905 0.88521 -2.72745
C -3.13794 -0.23575 0.63623
C -0.85614 5.29814 8.36503
C 6.66197 0.93968 -1.22148
C 0.47026 -1.14006 -5.82434
C 1.35224 9.01897 2.00821
C -1.18738 1.05395 1.80209
C 2.67457 -6.79459 -1.15950
C -3.99645 -4.96963 5.71758
C 3.38262 8.27161 0.62681
C 0.31487 -0.94161 9.35863
C 2.55770 9.40824 1.28298
C -2.52246 5.29611 -5.75695
C -8.78020 1.03640 -5.21300
C 3.84222 -7.25510 -1.99731
H 2.79557 -9.10226 -2.72150
H -5.24475 -3.84017 6.75629
H -2.89950 6.12055 -6.36214
H 6.89447 -1.24596 -0.85237
H -6.47651 -8.45918 -4.62275
H -8.05323 0.22778 -5.28876
H -1.29105 6.22453 8.74023
H -0.58205 -0.95525 -6.04017
H 5.19447 2.63881 4.38810
H 8.39019 -0.41022 -0.85074
H -7.65829 2.52089 -4.51179
H 2.19303 10.09933 0.52305
H 0.89363 -1.67139 -6.67670
H -0.31512 -0.36263 10.03389
H -0.96497 5.20887 7.28415
H 2.72115 -7.32625 -0.20910
H -0.14858 -0.99362 8.37344
H 5.90642 1.78422 -3.06962
H 0.57714 8.53673 1.41258
H 4.18131 8.68213 0.00901
H 0.83176 9.86606 2.45503
H -1.56663 0.30479 -0.89583
H 7.32624 -0.10291 0.50626
H 7.25493 2.33097 -0.11040
H -2.95369 1.91262 0.86934
H 1.72503 -7.06575 -1.62099
H 7.36715 0.85245 -3.26424
H 5.70846 1.02437 -0.70021
H 2.77003 7.61928 0.00448
H -8.90802 1.43923 -6.21774
H 4.45933 -6.84005 -3.74795
H 7.05810 4.33241 5.47283
H -3.73637 -0.14749 1.54296
H 3.02264 10.70941 2.64744
H -0.64029 1.99585 1.84231
H -3.47712 -4.13883 5.23993
H 0.70228 4.24464 8.92881
H -1.59200 5.55930 -5.25389
H 0.38968 -1.97726 9.69022
H -1.43489 4.48359 8.80051
H -0.52448 0.19737 1.67994
H 1.66384 8.27745 2.74386
H -7.90334 -8.12701 -5.55328
H -3.03443 4.50642 -4.09162
H 3.88280 7.64768 1.36751
H 4.77674 -6.99660 -1.49937
H -9.72520 0.59971 -4.88998
H 5.87997 -0.05281 -2.86017
H 1.39065 -2.48921 -4.67652
H 5.73046 2.40405 6.06760
H -7.63927 -7.38013 -4.00697
H -6.80551 -5.10738 -6.87035
H 4.99885 3.95082 5.60601
H 4.55841 -9.06925 -3.06883
H -4.60549 -5.40392 4.92475
H -4.40858 -6.44928 -4.75297
H 4.06582 -9.43767 -1.55917
H -3.33499 -5.80147 5.95970
H 2.25899 -1.09201 9.18661
H -5.90855 -7.08468 -6.65708
H -3.84383 -0.23123 -0.19432
H 0.99133 -0.19038 -5.70308
H -5.58242 -5.35765 -4.14031
H -2.54980 -1.15340 0.62605
H 2.64274 -5.71842 -0.98941
H -4.83609 -5.02808 -5.69577
H -2.45961 4.50731 -6.50656
H -1.66803 0.96191 2.77605
```

Computed properties:
- highest occupied orbital energy (eV) = -10.1
- frontier orbital gap (eV) = 10.307
- LUMO level (eV) = 0.24

---

The winner here is i, beating the second structure by 0.0185 hartree.